Entry 1:
81
Properties=species:S:1:pos:R:3:mulliken_charge:R:1 method="wB97M-V/def2-TZVPD" total_charge=+1 homo_lumo_gap_ev=7.5 spin_multiplicity=1
C 2.6918 -1.0334 -0.9558 -0.781
C 3.4823 -0.2301 -2.0177 -0.373
C 3.1765 1.2728 -1.9860 -1.322
C 1.8254 1.6890 -2.5944 0.509
C 1.7266 1.4009 -4.1135 -0.983
C 1.0182 0.0922 -4.5115 -0.916
C -0.4090 -0.0309 -3.9000 0.264
C -0.4502 -0.9829 -2.7071 -0.787
C -1.8411 -1.3875 -2.1971 -0.927
N -2.4938 -2.4331 -2.9807 -0.188
F -2.5711 -2.1338 -4.3339 -0.187
C -3.7612 -2.7635 -2.5258 0.493
N -4.1926 -3.9292 -2.8786 -0.263
N -4.5909 -1.9738 -1.7969 -0.283
C -3.9918 -0.7981 -1.1529 0.724
F -4.9595 0.1132 -1.0955 -0.336
Cl -3.6244 -1.2176 0.5465 -0.132
C -2.8128 -0.1962 -1.9441 1.708
O -3.3276 0.3265 -3.1399 -0.568
C -2.0406 0.8327 -1.1182 -1.863
O -2.8495 1.8031 -0.4771 -0.376
C -3.3908 2.7536 -1.3222 0.735
C -2.6040 3.3789 -2.4521 -1.024
O -4.4947 3.0494 -1.1604 -0.485
H 2.1474 -0.3784 -0.2709 0.231
H 1.9869 -1.7495 -1.3811 0.105
H 3.4075 -1.6070 -0.3671 0.341
H 4.5407 -0.3227 -1.7669 0.471
H 3.3800 -0.6665 -3.0105 0.239
H 3.9728 1.7674 -2.5471 0.381
H 3.2173 1.6299 -0.9535 0.422
H 0.9694 1.3124 -2.0306 -0.524
H 1.7797 2.7783 -2.4924 0.369
H 1.1854 2.2395 -4.5582 0.420
H 2.7268 1.4174 -4.5503 0.423
H 1.6076 -0.8027 -4.3040 0.351
H 0.9136 0.1340 -5.5978 0.356
H -0.7009 0.9932 -3.6587 -0.264
H -1.0639 -0.3280 -4.7155 0.474
H 0.0511 -1.9015 -3.0294 0.939
H 0.1313 -0.6264 -1.8620 -0.231
H -1.6863 -1.8245 -1.2039 0.734
H -5.1510 -4.2129 -2.7167 0.282
H -3.5773 -4.5444 -3.3987 0.299
H -5.0074 -2.5742 -1.0825 0.397
H -4.1830 -0.0600 -3.3707 0.539
H -1.5513 0.2757 -0.3179 0.686
H -1.2433 1.3258 -1.6703 -0.069
H -2.7634 4.4469 -2.5329 0.444
H -1.5300 3.2024 -2.3181 0.273
H -2.8584 2.8801 -3.3852 0.235
C 5.3472 -5.1579 3.7209 -1.112
C 5.4603 -3.9687 2.7899 -0.214
O 4.2367 -3.2183 2.7288 -0.316
C 3.9700 -2.4639 3.7986 0.714
O 4.6563 -2.3518 4.7794 -0.547
O 2.7910 -1.8613 3.5987 -0.288
C 2.3308 -1.0999 4.7188 -0.645
H 4.5037 -5.7880 3.4334 0.289
H 6.2598 -5.7533 3.6908 0.362
H 5.1793 -4.8422 4.7496 0.321
H 5.6480 -4.3168 1.7752 0.299
H 6.2874 -3.3156 3.0698 0.326
H 3.0757 -0.3705 5.0304 0.295
H 2.0804 -1.7643 5.5449 0.318
H 1.4325 -0.5745 4.4037 0.195
C -2.5557 3.5771 2.2103 -0.938
C -2.9671 2.5301 3.2225 -0.216
O -1.8478 2.0481 3.9813 -0.347
C -1.3802 2.8816 4.9167 0.709
O -1.8192 3.9695 5.1830 -0.551
O -0.3314 2.2956 5.5030 -0.272
C 0.3334 3.1169 6.4678 -0.669
H -1.7667 3.1887 1.5639 0.149
H -3.4079 3.8669 1.5946 0.289
H -2.1651 4.4713 2.6945 0.473
H -3.3719 1.6617 2.7029 0.260
H -3.7443 2.9007 3.8915 0.336
H -0.3624 3.4763 7.2230 0.301
H 0.8219 3.9548 5.9721 0.313
H 1.0889 2.5008 6.9480 0.210

---

Entry 2:
129
Properties=species:S:1:pos:R:3:mulliken_charge:R:1 method="wB97M-V/def2-TZVPD" total_charge=0 homo_lumo_gap_ev=8.7 spin_multiplicity=1
C 5.3307 -1.1828 -1.4534 -0.031
C 4.6220 -0.4178 -0.8332 -1.878
C 3.6209 0.6749 -0.1987 0.813
S 3.4469 -0.0932 1.5079 0.005
O 2.5342 0.7549 -1.0225 -0.445
C 1.1980 0.2903 -0.8465 1.609
C 1.1258 -1.2772 -0.9724 -1.707
C 2.0731 -2.1345 -1.8695 -0.156
O 1.4062 -2.9646 -2.8605 -0.606
C 2.8623 -3.3148 -1.0729 0.615
F 3.8346 -3.9129 -1.8780 -0.311
F 1.8891 -4.3290 -0.8962 -0.318
F 3.2951 -3.0095 0.1883 -0.125
C 0.5523 0.9104 0.4874 0.519
Br 1.1383 2.6605 1.2361 -0.014
C -0.4407 0.3509 1.2658 -0.510
C -1.1817 -0.9770 0.9358 -0.609
Br -1.1086 1.2044 2.9330 -0.053
C 0.4134 1.0727 -2.0542 0.991
C -1.1730 0.8131 -2.0359 -2.498
C -2.0623 1.7246 -1.0925 0.173
C -3.3545 2.2759 -1.8834 0.165
C -4.3778 1.0243 -1.8735 0.010
O -4.1826 0.1485 -2.6965 -0.527
O -5.4998 0.9045 -1.0083 -0.385
C -5.2364 0.0375 0.1153 0.906
C -5.5025 -1.5033 -0.1494 -1.114
N 0.5333 2.5175 -1.9548 1.358
C 0.0386 3.3340 -3.0557 0.264
C 0.7490 4.7657 -2.9605 -0.028
O 1.2366 5.2315 -3.9844 -0.616
N 0.8484 5.5279 -1.7161 0.222
C -0.4106 6.3694 -1.7009 -0.891
C 1.9353 6.5509 -1.9077 -0.977
C 0.8231 0.4623 -3.5039 -1.106
Br -0.3057 -0.8793 -4.4623 -0.091
C 1.9174 0.8259 -4.2567 0.027
C 2.2328 0.1816 -5.6825 -1.472
Br 3.1895 2.1946 -3.7255 0.005
C 4.6713 1.9275 -0.1548 -0.836
I 3.9660 3.9138 -0.5486 0.237
C 5.5504 1.9749 1.1908 -0.528
C 4.9270 2.8209 2.3799 -0.735
I 7.3334 3.1678 0.5813 0.052
H 5.7106 -1.9772 -2.1272 0.490
H 3.0327 0.8617 2.4057 0.174
H 0.0660 -1.5331 -1.2998 0.321
H 1.1963 -1.6963 0.0842 0.740
H 2.7801 -1.5222 -2.5123 0.478
H 0.4893 -3.1427 -2.5852 0.390
H -2.0860 -1.0922 1.6024 0.506
H -0.5419 -1.8925 1.1543 0.303
H -1.5572 -1.1004 -0.1149 -0.039
H -1.4775 -0.2636 -1.9718 0.788
H -1.5306 1.1438 -3.0684 1.074
H -2.5102 1.0244 -0.3109 -1.031
H -1.5306 2.5195 -0.5077 0.457
H -3.1096 2.6059 -2.9326 0.495
H -3.8702 3.0975 -1.2885 -0.063
H -4.2081 0.1430 0.5658 -0.561
H -5.9624 0.3549 0.9314 0.235
H -6.0425 -1.9101 0.7667 0.310
H -4.5214 -2.0723 -0.1916 0.241
H -6.1292 -1.7249 -1.0549 0.318
H 1.4315 2.8791 -1.6405 -0.012
H -1.0668 3.5629 -2.8747 -0.132
H 0.2121 2.9998 -4.1119 0.154
H -0.4937 6.9479 -2.6786 0.378
H -0.3736 7.1282 -0.8739 0.340
H -1.2763 5.6524 -1.6434 0.139
H 2.8991 6.0915 -2.2674 0.342
H 2.1660 7.0978 -0.9404 0.275
H 1.6280 7.3642 -2.6423 0.313
H 2.2640 -0.9403 -5.6144 0.341
H 3.2305 0.5529 -6.0733 0.379
H 1.4108 0.5375 -6.3648 0.349
H 5.4621 1.7883 -0.9600 0.861
H 6.0116 0.9981 1.4803 0.625
H 5.3792 3.8462 2.4334 0.433
H 3.8096 2.9350 2.3533 0.103
H 5.2013 2.2986 3.3525 0.190
C 3.1067 -7.9786 -0.4387 -0.266
C 2.8708 -7.2451 -1.5957 -0.065
C 2.0943 -7.7842 -2.6145 -0.577
C 1.5452 -9.0537 -2.4722 -0.359
C 1.7782 -9.7856 -1.3136 -0.389
C 2.5623 -9.2501 -0.2984 -0.422
H 3.7154 -7.5591 0.3549 0.218
H 3.2926 -6.2541 -1.7037 0.338
H 1.9159 -7.2145 -3.5195 0.399
H 0.9354 -9.4724 -3.2650 0.363
H 1.3486 -10.7751 -1.2021 0.358
H 2.7483 -9.8233 0.6029 0.363
C -6.2261 4.9313 1.2659 -0.510
C -6.2167 4.5074 -0.0586 -0.255
C -6.0196 5.4306 -1.0802 -0.408
C -5.8213 6.7730 -0.7770 -0.436
C -5.8265 7.1940 0.5473 -0.417
C -6.0332 6.2745 1.5685 -0.374
H -6.3839 4.2138 2.0634 0.405
H -6.3647 3.4599 -0.3000 0.451
H -6.0196 5.1030 -2.1140 0.418
H -5.6628 7.4908 -1.5739 0.379
H -5.6704 8.2407 0.7837 0.374
H -6.0431 6.6041 2.6012 0.374
C 4.2333 -5.7192 4.7839 -0.452
C 4.2705 -6.1191 3.4532 -0.225
C 4.5030 -5.1837 2.4519 -0.389
C 4.7084 -3.8489 2.7815 -0.168
C 4.6744 -3.4497 4.1125 -0.527
C 4.4328 -4.3837 5.1136 -0.397
H 4.0485 -6.4485 5.5647 0.359
H 4.1171 -7.1616 3.1962 0.368
H 4.5252 -5.4948 1.4133 0.277
H 4.8938 -3.1203 2.0010 0.409
H 4.8357 -2.4084 4.3699 0.383
H 4.4012 -4.0708 6.1512 0.366
C -5.8249 -0.6120 4.2618 -0.243
C -4.5602 -0.0716 4.0597 0.543
C -3.7128 0.1394 5.1407 -0.389
C -4.1261 -0.1990 6.4240 -0.558
C -5.3895 -0.7429 6.6259 -0.410
C -6.2406 -0.9456 5.5458 -0.509
H -6.4874 -0.7735 3.4184 0.332
H -4.2343 0.1867 3.0574 -0.014
H -2.7293 0.5670 4.9827 0.078
H -3.4632 -0.0389 7.2667 0.369
H -5.7113 -1.0084 7.6268 0.354
H -7.2277 -1.3647 5.7043 0.374

---

Entry 3:
81
Properties=species:S:1:pos:R:3:mulliken_charge:R:1 method="wB97M-V/def2-TZVPD" total_charge=-1 de_lowest_kcal_mol=0.00 homo_lumo_gap_ev=6.5 spin_multiplicity=1
Ni -0.1231 -0.8435 0.3585 -0.862
C 0.5864 -0.6691 -3.4215 -0.835
C -0.8127 -1.1963 -3.2748 1.062
C -1.7687 -0.9436 -4.2534 -0.906
C -3.0190 -1.5330 -4.1823 -0.996
C -3.3060 -2.4080 -3.1440 -0.708
C -2.3780 -2.6721 -2.1446 1.243
C -2.7036 -3.6220 -1.0304 -1.476
C -1.1408 -2.0159 -2.1931 -0.694
N -0.2397 -2.1191 -1.1031 1.292
C 0.4291 -3.2638 -0.9130 -0.368
O 0.5302 -4.2496 -1.6434 -0.814
C 1.0918 -3.2668 0.4532 0.653
C 1.9055 -4.2485 0.9893 -0.612
C 2.3675 -4.0774 2.2902 -0.439
C 2.0178 -2.9482 3.0263 -0.510
C 1.2052 -2.0073 2.4213 0.171
N 0.7752 -2.2055 1.1818 0.883
C 0.7227 -0.6925 3.0087 0.083
O 0.9947 -0.3963 4.1725 -0.812
N 0.0180 -0.0083 2.0976 0.941
C -0.6032 1.2069 2.4901 -0.957
C 0.0453 2.4248 2.2706 1.807
C 1.4850 2.4649 1.8363 -1.585
C -0.6437 3.6092 2.5117 -0.853
C -1.9425 3.5872 2.9907 -0.911
C -2.5480 2.3718 3.2732 -1.079
C -1.8893 1.1702 3.0424 1.578
C -2.5173 -0.1403 3.4197 -1.388
H 0.6119 0.2073 -4.0721 0.467
H 1.2296 -1.4405 -3.8564 0.397
H 1.0116 -0.4161 -2.4542 -0.630
H -1.5204 -0.2848 -5.0787 0.413
H -3.7656 -1.3224 -4.9384 0.379
H -4.2789 -2.8832 -3.0909 0.354
H -3.7530 -3.9144 -1.0777 0.417
H -2.5247 -3.1421 -0.0687 0.133
H -2.0841 -4.5190 -1.1015 0.305
H 2.1495 -5.1126 0.3877 0.570
H 3.0045 -4.8312 2.7365 0.425
H 2.3532 -2.7796 4.0399 0.583
H 1.7567 1.5742 1.2736 -0.205
H 2.1363 2.4986 2.7141 0.432
H 1.6892 3.3481 1.2275 0.409
H -0.1508 4.5559 2.3169 0.411
H -2.4797 4.5136 3.1531 0.399
H -3.5546 2.3473 3.6749 0.382
H -3.5405 0.0124 3.7649 0.415
H -1.9442 -0.6036 4.2273 0.293
H -2.5371 -0.8246 2.5719 0.130
Cl -4.5389 3.9262 -2.1325 -0.333
C -3.9372 2.4495 -1.4083 0.575
C -4.8241 1.4987 -0.9795 -0.191
C -4.3803 0.3184 -0.3887 -0.111
I -5.7563 -1.1005 0.2663 -0.093
C -3.0179 0.0140 -0.1855 0.267
O -2.5799 -1.0179 0.3705 -0.522
C -2.0977 1.0372 -0.6944 0.096
N -0.7739 0.7716 -0.5580 1.336
C 0.1147 1.6646 -0.9391 0.102
C -0.2445 2.8943 -1.5009 -1.527
C -1.5681 3.1832 -1.6706 -1.312
C -2.5462 2.2477 -1.2734 0.164
H -5.8853 1.6723 -1.0999 0.450
H 1.1529 1.3978 -0.8012 -0.166
H 0.5286 3.5947 -1.7872 0.540
H -1.8826 4.1238 -2.1019 0.445
C 6.6449 2.0656 -0.1221 -1.458
C 5.4156 1.2129 -0.2524 1.211
C 4.7381 1.0819 -1.4570 -0.884
C 3.5948 0.2971 -1.5148 -0.187
N 3.0914 -0.3523 -0.4684 0.032
C 3.7540 -0.2389 0.6821 -0.189
C 4.9004 0.5216 0.8380 -0.789
H 6.9095 2.5259 -1.0730 0.350
H 7.4946 1.4722 0.2192 0.338
H 6.4854 2.8592 0.6095 0.307
H 5.0901 1.5889 -2.3470 0.350
H 3.0525 0.1916 -2.4480 0.172
H 3.3394 -0.7729 1.5299 0.199
H 5.3778 0.5799 1.8086 0.443

---

Entry 4:
12
Properties=species:S:1:pos:R:3:nbo_charge:R:1 method="wB97M-V/def2-TZVPD" total_charge=+2 de_lowest_kcal_mol=20.78 homo_lumo_gap_ev="6.9 / 9.6" spin_multiplicity=2
O 1.6407 -0.1957 -0.1124 -1.136
C 0.8010 -1.2856 -0.4370 -0.178
C -0.4046 -1.4034 0.4654 -0.086
O -2.0295 -0.5477 -0.0323 -0.456
C -1.9764 0.6696 -0.1365 0.981
O -1.0933 1.4773 -0.0200 -0.821
Li 3.3847 -0.6739 0.0504 0.990
Zn 0.8268 1.3737 0.1730 1.723
H 1.3623 -2.2326 -0.3250 0.241
H 0.4741 -1.2310 -1.4887 0.248
H -0.2474 -0.9720 1.4630 0.220
H -0.8253 -2.4097 0.5257 0.275

---

Here are the calculated maximum force numbers, same order: 4.1; 3.9; 1.0; 2.5 (eV Å⁻¹).